This record from the Open Molecules 2025 dataset describes an isolated ion of composition C20H38BN3O5P and charge +1 in a non-equilibrium geometry. The level of theory is the ωB97M-V functional and the def2-TZVPD basis.

Element x y z (Å)
C 3.624 -1.935 4.540
C 3.298 -1.157 3.695
C 3.108 0.046 2.742
C 2.842 -0.440 1.245
C 1.316 -0.916 1.192
C 0.603 -0.567 -0.199
C 0.819 -1.579 -1.412
C 1.864 -2.742 -1.163
C 1.204 -4.162 -0.794
C 1.562 -4.652 0.642
O 0.904 -4.502 1.639
O 2.763 -5.388 0.767
C -0.927 -0.782 0.239
P -1.495 -2.545 0.664
N -1.650 -2.606 2.407
O -2.996 -2.716 -0.106
N -1.651 -0.015 -0.804
C -0.918 0.955 -1.234
C -1.521 1.930 -2.315
C -3.075 1.744 -2.497
C -3.810 2.544 -1.348
C -5.096 1.841 -0.794
O -4.793 0.574 -0.146
C 0.562 1.012 -0.563
N 1.483 1.358 -1.664
C 1.663 2.807 -1.920
C 2.960 3.428 -1.212
B 0.423 2.024 0.721
C -0.985 2.622 1.243
O 1.577 2.439 1.413
H 4.103 -2.642 5.243
H 3.965 0.773 2.808
H 2.220 0.613 3.147
H 3.504 -1.324 1.075
H 3.053 0.430 0.574
H 0.721 -0.525 2.070
H 1.353 -2.033 1.363
H 1.169 -1.057 -2.351
H -0.143 -2.081 -1.732
H 2.695 -2.501 -0.459
H 2.365 -2.935 -2.157
H 1.636 -4.935 -1.495
H 0.101 -4.178 -1.008
H 2.462 -6.202 1.224
H -1.258 -0.243 1.187
H -2.648 -2.491 2.626
H -1.445 -3.583 2.666
H -3.652 -2.043 0.169
H -2.597 -0.321 -1.047
H -1.042 1.737 -3.321
H -1.356 2.997 -1.991
H -3.408 2.209 -3.470
H -3.396 0.665 -2.567
H -3.106 2.662 -0.472
H -4.064 3.579 -1.696
H -5.919 1.758 -1.546
H -5.490 2.506 0.034
H -4.552 0.764 0.779
H 1.024 1.016 -2.517
H 1.912 2.881 -3.022
H 0.749 3.449 -1.798
H 3.340 2.654 -0.503
H 2.712 4.408 -0.727
H 3.780 3.633 -1.947
H -1.833 1.894 1.173
H -0.812 2.958 2.306
H -1.201 3.555 0.646
H 1.400 3.333 1.761

HOMO energy in hartree: -0.4140
SMILES string: C#CCCC[C@@]1(CCCC(=O)O)[C@H](P(N)O)[NH+]=C(CCCCO)[C@@]1(NCC)B(C)O
E_LUMO in eV: -3.26
Kohn-Sham gap in eV: 8.00
Charge: +1